<1>
A 20-piece molecular cluster, H39O20 overall, computed with ωB97M-V/def2-TZVPD.

Calculated values
highest occupied orbital energy (alpha / beta)	-0.401 / -0.401	hartree
gap between HOMO and LUMO (alpha / beta)	9.99 / 5.30	eV
LUMO energy (alpha / beta)	-0.93 / -5.62	eV

The geometry in ORCA input format:
```
! RIJCOSX wB97M-V def2-TZVPD def2/J DEFGRID3
* xyz 0 2
O -3.558 -1.592 -1.703
H -0.495 1.498 1.272
O 0.829 -1.203 3.846
H 1.433 -1.797 3.352
H 0.907 -0.469 3.215
O -2.378 -4.175 -1.819
H -0.777 3.061 -1.954
H -1.798 -4.862 -2.163
O 0.432 -3.807 -1.351
H 1.349 -3.581 -1.531
H 2.154 1.146 -1.562
O 1.486 0.943 -0.880
H -2.434 0.241 -3.339
H -1.791 -3.515 -1.470
O 0.766 3.354 -1.181
H -3.388 -2.440 -2.131
H -2.643 -1.414 -1.454
O -2.074 1.440 0.724
H -3.150 -0.339 3.435
H -2.914 1.192 1.105
O 2.588 -2.719 2.402
H -1.801 0.614 0.292
H -4.476 2.999 2.970
O -1.621 -0.552 5.542
H -1.968 0.177 5.040
H -0.860 -0.946 5.111
O 0.268 1.200 1.839
H 1.027 1.326 1.269
H -2.954 2.771 3.005
O -1.582 0.543 -3.674
H -0.082 -2.996 -1.325
H -1.569 1.504 -3.709
O 1.618 -1.368 -4.661
H -0.874 0.229 -1.906
H 0.688 3.097 -0.236
O -1.050 -3.698 1.799
H -0.505 -4.359 1.343
H 3.137 -2.723 3.187
O -1.741 2.945 -2.043
H 2.982 -3.110 1.642
H -1.983 2.890 -1.103
O 4.425 2.912 -2.836
H 4.107 2.358 -2.112
H 3.766 3.640 -2.620
O 2.844 4.696 -1.797
H 2.163 4.015 -1.542
H 1.496 -1.781 -3.792
O -0.704 -0.563 -1.390
H 2.385 4.936 -2.620
H 0.102 -0.579 -0.874
O -3.671 3.110 2.473
H 1.404 1.919 -0.693
H 0.806 -0.837 -4.572
O 4.571 -1.191 1.173
H 4.576 -0.526 1.881
H 5.383 -0.822 0.783
O -2.498 0.194 2.974
H -1.581 -0.015 3.149
H -0.774 -2.972 1.221
*
```

Here are the natural (NBO) charges for atoms 1 to 6, given in e: number 1, O, carries -0.957; number 2, H, carries 0.494; number 3, O, carries -0.986; number 4, H, carries 0.493; number 5, H, carries 0.476; number 6, O, carries -0.933


<2>
A 20-piece molecular cluster, H39O20 overall, computed with ωB97M-V/def2-TZVPD.

Calculated values
highest occupied orbital energy (alpha / beta)	-0.419 / -0.419	hartree
gap between HOMO and LUMO (alpha / beta)	10.16 / 4.88	eV
LUMO energy (alpha / beta)	-1.24 / -6.52	eV

The geometry in ORCA input format:
```
! RIJCOSX wB97M-V def2-TZVPD def2/J DEFGRID3
* xyz 0 2
O -0.815 3.133 2.186
H 2.065 1.615 1.328
O -4.784 -0.191 3.084
H -4.221 -0.770 2.587
H -4.766 -0.608 3.932
O 4.498 -0.282 4.186
H 4.685 0.214 3.348
H 3.874 -1.004 3.963
O -2.390 -3.736 -0.471
H -2.520 -3.304 -1.399
H 0.500 -2.629 -1.075
O -0.334 -2.890 -1.493
H -1.634 2.570 1.991
H -0.881 -2.110 -1.709
O 3.694 0.113 -1.469
H -0.274 2.485 1.562
H -1.545 -3.980 -0.613
O -2.923 -1.967 -2.158
H -2.573 -0.911 -2.113
H -3.834 -1.821 -1.740
O -0.225 -0.370 -5.238
H 3.455 -0.197 -2.439
H -1.591 0.369 5.339
O -0.996 0.105 -1.897
H -1.373 -0.461 -1.179
H -0.251 0.518 -1.329
O -3.345 -2.006 1.864
H -3.450 -2.318 0.976
H -2.485 -2.283 1.980
O 1.306 1.785 -2.041
H -1.695 3.236 -0.523
H 1.945 2.195 -1.620
O 2.189 1.684 0.428
H 1.122 1.674 0.101
H 2.714 0.640 -1.180
O -2.070 4.129 -0.486
H -2.181 4.214 0.511
H 0.261 -0.779 -4.468
O -1.728 0.942 4.613
H -0.826 0.164 -4.552
H -2.096 0.472 3.922
O -1.716 -0.547 0.827
H -2.598 -0.605 1.157
H -1.177 -1.040 1.186
O 4.443 1.514 1.509
H 4.493 0.880 0.825
H 3.823 1.958 1.010
O -0.349 1.592 0.069
H 0.546 1.964 -1.565
H -0.508 0.833 0.414
O 5.340 -2.300 0.810
H 4.732 -2.588 0.057
H 4.847 -1.886 1.423
O -1.988 3.156 -4.203
H -1.995 2.241 -4.805
H -1.806 3.062 -3.257
O 2.886 -2.092 -0.534
H 3.510 -1.303 -0.209
H 3.013 -2.483 -1.421
*
```

Here are the natural (NBO) charges for atoms 1 to 6, given in e: number 1, O, carries -0.837; number 2, H, carries 0.483; number 3, O, carries -0.955; number 4, H, carries 0.467; number 5, H, carries 0.464; number 6, O, carries -0.953


The calculated energies rank the structures as follows, beginning with the most stable: <1>, <2>.


<1>
A 3-piece molecular cluster, CH9N3O2 overall, computed with ωB97M-V/def2-TZVPD.

Calculated values
highest occupied orbital energy	-0.339	hartree
structure (SMILES)	N=C(N)N.O.O
gap between HOMO and LUMO	10.02	eV
LUMO energy	0.80	eV

The geometry in ORCA input format:
```
! RIJCOSX wB97M-V def2-TZVPD def2/J DEFGRID3
* xyz 0 1
N -1.146 -0.404 1.271
C -1.126 0.098 -0.014
N -0.860 1.440 -0.117
N -1.423 -0.577 -1.077
H -1.558 -1.314 1.370
H -0.537 -0.029 1.977
H -0.098 1.750 0.465
H -0.818 1.739 -1.075
H -1.802 -1.481 -0.827
H 1.801 -0.079 0.322
H 2.717 0.988 0.865
O 1.975 0.438 1.142
H 0.508 -0.921 -1.320
H 1.898 -1.396 -1.930
O 1.488 -0.898 -1.221
*
```

Here are the natural (NBO) charges for atoms 1 to 6, given in e: number 1, N, carries -0.843; number 2, C, carries 0.597; number 3, N, carries -0.814; number 4, N, carries -0.842; number 5, H, carries 0.392; number 6, H, carries 0.412


<2>
A 3-piece molecular cluster, CH9N3O2 overall, computed with ωB97M-V/def2-TZVPD.

Calculated values
highest occupied orbital energy	-0.310	hartree
structure (SMILES)	N=C(N)N.O.O
gap between HOMO and LUMO	8.70	eV
LUMO energy	0.27	eV

The geometry in ORCA input format:
```
! RIJCOSX wB97M-V def2-TZVPD def2/J DEFGRID3
* xyz 0 1
N -0.055 0.623 1.537
C 0.886 -0.355 1.182
N 1.646 -0.230 0.038
N 0.962 -1.439 1.860
H -0.820 0.212 2.171
H -0.483 1.264 0.829
H 1.048 0.222 -0.671
H 2.193 -1.102 -0.109
H 0.116 -1.582 2.353
H -1.691 1.403 -1.228
H -2.315 2.691 -1.070
O -1.486 2.194 -0.725
H -0.963 -1.576 -3.532
H -0.991 -1.634 -1.989
O -0.924 -1.001 -2.761
*
```

Here are the natural (NBO) charges for atoms 1 to 6, given in e: number 1, N, carries -0.857; number 2, C, carries 0.584; number 3, N, carries -0.842; number 4, N, carries -0.812; number 5, H, carries 0.380; number 6, H, carries 0.408


The calculated energies rank the structures as follows, beginning with the most stable: <1>, <2>.


<1>
The molecule C4H7NS, computed with ωB97M-V/def2-TZVPD.

Calculated values
highest occupied orbital energy	-0.315	hartree
structure (SMILES)	C/C=C/C=N\S
gap between HOMO and LUMO	9.10	eV
LUMO energy	0.52	eV

The geometry in ORCA input format:
```
! RIJCOSX wB97M-V def2-TZVPD def2/J DEFGRID3
* xyz 0 1
C -2.193 -0.793 0.072
C -1.198 0.240 -0.067
C 0.121 0.202 -0.040
C 1.112 1.197 0.018
H -2.655 -0.870 -0.831
H -3.025 -0.484 0.852
H -1.748 -1.766 0.298
H -1.732 1.176 -0.337
H 0.562 -0.795 -0.053
H 1.027 2.259 -0.050
H 4.340 -0.447 0.041
N 2.368 0.873 0.121
S 3.020 -0.791 -0.024
*
```

Here are the natural (NBO) charges for atoms 1 to 6, given in e: number 1, C, carries -0.638; number 2, C, carries -0.086; number 3, C, carries -0.299; number 4, C, carries 0.041; number 5, H, carries 0.223; number 6, H, carries 0.226


<2>
A 2-piece molecular cluster, C4H7NS overall, computed with ωB97M-V/def2-TZVPD.

Calculated values
highest occupied orbital energy	-0.318	hartree
structure (SMILES)	C=CSC.C#N
gap between HOMO and LUMO	9.37	eV
LUMO energy	0.71	eV

The geometry in ORCA input format:
```
! RIJCOSX wB97M-V def2-TZVPD def2/J DEFGRID3
* xyz 0 1
C -3.146 0.702 -0.233
C 0.824 -2.121 -0.183
C 0.457 -1.104 0.566
C 1.456 1.706 -0.033
N -3.196 -0.441 -0.302
S 0.031 0.560 -0.071
H -3.205 1.702 -0.044
H 1.103 -1.999 -1.211
H 0.775 -3.222 0.102
H 0.196 -1.300 1.591
H 1.955 1.355 0.841
H 0.909 2.603 -0.021
H 1.841 1.559 -1.000
*
```

Here are the natural (NBO) charges for atoms 1 to 6, given in e: number 1, C, carries 0.091; number 2, C, carries -0.352; number 3, C, carries -0.344; number 4, C, carries -0.706; number 5, N, carries -0.308; number 6, S, carries 0.124


The calculated energies rank the structures as follows, beginning with the most stable: <1>, <2>.


<1>
The molecule C4H7NS, computed with ωB97M-V/def2-TZVPD.

Calculated values
highest occupied orbital energy	-0.291	hartree
gap between HOMO and LUMO	8.69	eV
LUMO energy	0.76	eV

The geometry in ORCA input format:
```
! RIJCOSX wB97M-V def2-TZVPD def2/J DEFGRID3
* xyz 0 1
C 0.279 0.035 1.791
C 1.455 -1.190 0.576
C 0.511 -0.474 -0.374
C -1.279 1.188 0.092
N -0.229 0.311 0.592
S 0.001 0.472 3.275
H 2.375 -0.771 0.606
H 1.170 -2.200 0.758
H 0.944 0.270 -0.959
H 0.017 -1.277 -1.076
H -1.957 0.774 -0.559
H -1.697 1.625 0.986
H -0.795 2.131 -0.383
*
```

Here are the natural (NBO) charges for atoms 1 to 6, given in e: number 1, C, carries 0.089; number 2, C, carries -0.397; number 3, C, carries -0.234; number 4, C, carries -0.427; number 5, N, carries -0.431; number 6, S, carries -0.038


<2>
A 2-piece molecular cluster, C4H7NS overall, computed with ωB97M-V/def2-TZVPD.

Calculated values
highest occupied orbital energy	-0.320	hartree
gap between HOMO and LUMO	8.56	eV
LUMO energy	-0.15	eV

The geometry in ORCA input format:
```
! RIJCOSX wB97M-V def2-TZVPD def2/J DEFGRID3
* xyz 0 1
C -0.045 -1.406 -1.737
C -2.404 0.248 -0.384
C 0.975 0.522 0.899
C 1.582 -0.379 -0.100
N 0.686 -0.769 -1.097
S -3.405 -0.508 0.579
H -2.224 0.016 -1.445
H -1.751 1.026 0.098
H 1.569 1.400 1.274
H 0.179 0.943 0.372
H 0.464 -0.003 1.739
H 1.966 -1.280 0.318
H 2.409 0.191 -0.515
*
```

Here are the natural (NBO) charges for atoms 1 to 6, given in e: number 1, C, carries 0.289; number 2, C, carries -0.495; number 3, C, carries -0.615; number 4, C, carries -0.248; number 5, N, carries -0.521; number 6, S, carries 0.100


The calculated energies rank the structures as follows, beginning with the most stable: <2>, <1>.